No. 1
{"formula": "C3H6OSe", "method": "wB97M-V/def2-TZVPD", "de_lowest_kj_mol": 161.9, "smiles": "C=COC[SeH]", "e_homo_ev": -9.08, "total_charge": 0, "homo_lumo_gap_ev": 9.622, "lumo_energy_ev": 0.5, "symbols": ["H", "Se", "H", "C", "C", "H", "C", "O", "H", "H", "H"], "coordinates": [[1.08988, -0.66198, 1.28861], [3.42073, -0.04138, -0.03736], [-1.95248, -0.75057, 0.59568], [-0.80796, 0.98607, 0.04495], [1.39073, -0.42474, 0.21008], [3.24383, -0.37157, -1.54568], [-1.91919, 0.22206, 0.29361], [0.58006, 0.71360, -0.02864], [-1.02699, 2.05272, -0.17289], [1.06250, -1.08152, -0.58153], [-2.91343, 0.72075, 0.29547]], "lowdin_charge": [0.104, 0.694, 0.003, -0.177, -0.503, -0.126, 0.013, -0.245, 0.114, 0.060, 0.061]}


No. 2
{"formula": "C3H12OSi2", "method": "wB97M-V/def2-TZVPD", "de_lowest_kj_mol": 595.1, "e_homo_ev": [-7.92, -7.81], "total_charge": 0, "homo_lumo_gap_ev": [8.220, 8.466], "lumo_energy_ev": [0.3, 0.7], "symbols": ["H", "H", "H", "C", "Si", "H", "H", "Si", "H", "H", "C", "C", "O", "H", "H", "H", "H", "H"], "coordinates": [[0.06502, 0.81104, 1.80436], [-2.19424, -1.05857, 1.79860], [3.02180, -1.95139, -0.23396], [-0.62966, 1.58328, -1.26829], [-0.86090, -1.58112, 1.19024], [-1.12753, 2.12327, 0.85728], [-0.53338, 2.57411, -1.48153], [2.26502, -0.86746, -0.63861], [1.00621, -1.45518, -1.45247], [3.04819, 0.13088, -1.29711], [-1.38722, 1.43031, -0.03294], [0.39509, -0.19922, 1.41049], [1.47682, -0.06269, 0.54448], [-2.30986, 0.93517, -0.07228], [-1.16040, -2.25967, -0.17769], [0.33333, 1.28742, -0.97656], [-0.28653, -2.60284, 2.07655], [-1.12176, 1.16267, -2.05058]], "lowdin_charge": [0.048, -0.054, -0.098, -0.157, 0.559, 0.090, 0.048, 0.566, -0.023, -0.063, -0.071, -0.338, -0.446, 0.020, -0.065, 0.030, -0.096, 0.053]}


No. 3
{"formula": "C16H49Ag2F3O12", "method": "wB97M-V/def2-TZVPD", "multiplicity": 3, "e_homo_ev": [-14.55, -14.55], "s_squared": 2.01, "total_charge": 2, "homo_lumo_gap_ev": [8.543, 6.007], "lumo_energy_ev": [-6.0, -8.5], "symbols": ["C", "H", "H", "H", "C", "C", "F", "H", "O", "F", "C", "H", "O", "H", "Ag", "O", "C", "H", "H", "H", "H", "H", "O", "H", "H", "H", "H", "Ag", "H", "H", "H", "H", "H", "C", "H", "C", "O", "H", "H", "C", "O", "C", "H", "H", "H", "O", "H", "O", "H", "H", "H", "O", "C", "O", "H", "H", "C", "H", "C", "H", "H", "F", "H", "C", "H", "H", "H", "H", "H", "H", "C", "H", "H", "C", "H", "O", "C", "H", "H", "O", "H", "H"], "coordinates": [[-3.76700, -0.86482, -1.95623], [0.01408, 5.03946, -0.77279], [-3.69019, -1.36816, -0.98632], [0.61367, -0.76722, -1.79247], [-2.90085, 0.28720, 3.08606], [-0.02299, 2.08296, 0.03466], [-4.61762, -0.52785, 1.63982], [3.14246, 2.83140, 1.23993], [1.56566, 0.63915, 3.83513], [-3.50448, 1.18285, 0.95119], [4.47008, 1.39290, -2.30527], [0.23116, -2.55054, -3.71179], [-4.92910, -1.29152, -2.64949], [-0.76696, -4.52093, -4.17544], [0.44874, -1.02585, 2.58213], [1.82524, 4.27905, -1.49848], [2.86077, -4.11631, -1.07615], [-0.93672, -0.35261, -1.17840], [0.72428, 0.22983, -6.18347], [0.16354, -2.46056, -0.20918], [-4.86358, 0.06873, 7.21127], [2.05875, -4.81700, -0.83704], [-0.62493, -2.95770, 1.62802], [1.18031, 6.21716, -1.30804], [-1.42414, -1.75058, 0.27661], [-0.49534, -1.41620, -5.14149], [4.94802, 0.64487, 1.49365], [3.28237, -1.02059, 0.13223], [3.65848, -4.22191, -0.34371], [-0.99024, 1.82429, 0.46896], [-1.45672, -3.31298, 1.96288], [4.34680, 2.57602, 2.46353], [1.41130, 2.54108, 2.91614], [-0.80026, -2.65262, 0.25782], [-4.67205, -1.46432, 6.31581], [-4.24943, 0.27126, 5.09991], [2.47784, -2.74535, -1.25273], [1.82366, -2.83350, -1.97955], [4.82270, 2.86875, 0.70523], [0.01508, 0.08703, -1.47144], [3.75074, 0.22354, -2.05448], [-4.01044, 0.59105, 2.04838], [-2.88971, -1.25469, -2.47633], [-0.47269, 0.72832, -4.97007], [-3.69758, 0.21448, -1.81504], [0.31467, -1.10649, -4.72203], [-4.02306, 1.29808, 5.42031], [0.44669, -3.18800, -3.00632], [2.46204, 0.69676, 4.17689], [-1.35412, -3.32515, -0.40130], [-0.79593, -4.63358, -2.46157], [1.21077, 0.09507, 0.61574], [-0.11683, -4.45895, -3.29995], [-1.77583, -0.36865, 2.63037], [-0.20964, 0.72211, -2.32796], [3.98334, 2.17511, -1.71620], [0.49489, 0.23684, -5.11412], [-5.23041, 0.43523, 4.65104], [1.01191, 1.93044, 3.72574], [-2.47498, 1.18971, 3.56437], [-5.66680, -1.30589, -2.03309], [-4.99184, 1.41438, 2.46006], [1.66338, 1.28287, -0.95466], [0.76961, 0.89537, -0.44413], [3.85196, -0.33721, -2.83164], [1.15905, 2.42633, 4.68982], [1.57961, 3.56069, -0.91329], [0.54829, 2.69331, 0.73657], [1.28418, 0.72386, -4.54517], [-3.31839, -0.68721, 6.84763], [-4.30047, -0.44237, 6.43513], [0.64209, -5.22805, -3.43942], [-0.07716, 1.89985, 3.67555], [0.78462, 5.22462, -1.52783], [5.54707, 1.38720, -2.10585], [-3.35436, -0.37955, 4.20432], [4.13184, 2.40574, 1.40861], [0.25363, 5.26009, -2.48184], [4.39482, 1.64387, -3.36850], [4.12955, 1.00060, 1.13098], [3.24080, -4.38557, -2.06549], [-0.26775, 2.72099, -0.81671]], "lowdin_spin": [0.000, 0.000, 0.000, -0.001, 0.096, 0.002, 0.005, 0.000, 0.000, 0.002, 0.000, 0.000, 0.000, 0.000, 0.043, 0.001, 0.000, 0.000, 0.000, 0.001, 0.000, 0.000, 0.002, 0.000, 0.001, 0.000, 0.000, 0.011, 0.000, 0.001, 0.001, 0.000, 0.000, 0.003, 0.000, 0.001, -0.001, 0.000, 0.000, 0.060, 0.001, 0.021, 0.000, 0.000, 0.000, 0.000, 0.000, 0.000, 0.000, 0.000, 0.000, 0.771, 0.000, 0.743, 0.005, 0.000, 0.000, 0.001, 0.000, 0.067, 0.000, 0.002, 0.031, 0.083, 0.000, 0.000, 0.001, 0.000, 0.000, 0.000, 0.000, 0.000, 0.000, 0.000, 0.000, 0.038, 0.000, 0.000, 0.000, 0.004, 0.000, 0.000]}


No. 4
{"formula": "C2CuF3NO4S2", "method": "wB97M-V/def2-TZVPD", "multiplicity": 2, "e_homo_ev": [-8.94, -8.51], "s_squared": 0.76, "total_charge": 0, "homo_lumo_gap_ev": [8.210, 5.968], "lumo_energy_ev": [-0.7, -2.5], "symbols": ["F", "C", "S", "O", "N", "F", "O", "Cu", "O", "O", "C", "F", "S"], "coordinates": [[-3.54633, 0.86521, -0.24665], [-2.33722, 0.32470, -0.32232], [-1.29212, 0.99887, 1.09018], [-0.30357, -0.19528, 1.21551], [2.03504, -0.86411, 0.17180], [-1.79159, 0.61717, -1.48716], [1.30549, -3.12637, 0.09867], [1.14666, 1.04186, 0.34504], [2.82970, 1.38697, -0.47138], [-0.49275, 2.07161, 0.31864], [1.58717, -2.00879, 0.29206], [-2.43879, -0.98490, -0.21760], [3.29833, -0.12693, -0.78680]], "lowdin_spin": [0.000, 0.001, 0.012, 0.043, 0.040, 0.000, 0.006, 0.589, 0.180, 0.022, 0.004, 0.001, 0.103]}


The following total energy values (in hartree) correspond, in order, to the records above: -2594.47050, -775.53002, -2134.56950, -3168.30222.